1.
ORCA calculation (ωB97M-V with the def2-TZVPD basis set) on a structure of composition C16H23AsN9NaOS.

```
52
Properties=species:S:1:pos:R:3:forces:R:3:mulliken_charge:R:1
Na 0.6955 -0.0895 -1.1033 -0.1 0.0 0.1 0.486
N -0.7328 3.9166 -1.1789 0.0 0.1 0.0 -0.100
C 0.0485 4.2258 -2.2708 0.0 0.0 0.1 -0.575
C 1.1137 3.3825 -2.2069 0.0 0.0 0.0 -0.633
N 0.9979 2.5649 -1.1116 0.1 0.0 0.0 -0.055
C -0.1224 2.9088 -0.5168 0.0 -0.2 0.0 -0.247
C -0.6452 2.1741 0.6276 0.0 0.1 0.1 0.358
N -0.0678 1.0903 1.0926 0.0 -0.1 -0.1 0.069
C -0.8703 0.6492 2.1149 0.0 0.0 0.0 -0.463
C -1.9378 1.4781 2.2692 0.0 0.0 0.0 -0.676
N -1.7810 2.4569 1.3156 0.0 0.0 0.0 -0.038
H -1.6359 4.3089 -0.9811 0.0 0.0 0.0 0.193
H -0.2239 4.9959 -2.9693 0.0 0.0 0.0 0.419
H 1.9520 3.3015 -2.8776 0.0 0.0 0.0 0.454
H -0.6496 -0.2579 2.6506 0.0 0.0 0.0 0.414
H -2.7875 1.4529 2.9272 0.0 0.0 0.0 0.415
H -2.4385 3.1945 1.1335 0.0 0.0 0.0 0.176
S 3.2389 -0.2026 -2.3881 0.0 0.1 0.0 -0.392
C 3.7370 -0.0568 -0.7706 0.0 0.0 0.1 0.229
N 3.1951 0.8416 0.0574 0.0 0.0 0.0 0.249
C 3.4735 0.9084 1.4855 0.0 0.0 -0.1 -0.540
C 4.8961 0.4490 1.7473 0.0 0.0 0.0 -0.895
C 5.0897 -0.9200 1.1190 0.0 0.0 0.0 -0.511
N 4.6871 -0.8692 -0.2771 0.0 0.0 0.0 -0.121
H 2.5242 1.4983 -0.3348 -0.1 0.0 -0.1 0.245
H 2.7623 0.2801 2.0302 0.0 0.0 0.0 0.217
H 3.3183 1.9363 1.8091 0.0 0.0 0.0 0.416
H 5.0792 0.3966 2.8202 0.0 0.0 0.0 0.363
H 5.6056 1.1561 1.3130 0.0 0.0 0.0 0.345
H 4.4939 -1.6612 1.6628 0.0 0.0 0.0 0.226
H 6.1331 -1.2311 1.1638 0.0 0.0 0.0 0.420
H 4.9997 -1.5819 -0.9137 0.0 0.0 0.0 0.287
O -1.0254 -1.5232 -0.4102 0.1 -0.2 -0.1 -0.114
N -2.2106 -1.3416 -0.0269 0.1 0.0 0.1 -0.607
C -2.8465 -0.3234 -0.5956 -0.1 0.3 0.0 0.507
C -2.1800 0.4541 -1.5882 0.0 0.0 0.0 0.304
N -1.5582 1.0364 -2.3670 0.0 0.0 0.0 -0.526
C -4.1277 0.0743 -0.1217 0.0 -0.2 -0.1 0.087
N -5.1637 0.4342 0.2311 0.0 0.1 0.1 -0.544
C 3.2834 -4.0523 -0.3393 0.0 0.0 0.1 -1.217
As 1.6451 -2.9685 -0.2306 0.1 0.0 -0.1 0.508
C 0.5757 -4.1952 0.8520 0.1 0.0 0.0 -1.169
C 0.9499 -3.4914 -1.9846 0.0 0.0 0.0 -1.098
H 3.0392 -5.0994 -0.5198 0.0 0.0 0.0 0.442
H 3.8530 -3.9774 0.5887 0.0 0.0 0.0 0.334
H 3.9020 -3.6918 -1.1619 0.0 0.0 0.0 0.291
H 0.6121 -5.2023 0.4344 0.0 0.0 0.0 0.373
H -0.4505 -3.8343 0.8538 0.0 0.0 0.0 0.295
H 0.9559 -4.2202 1.8728 0.0 0.0 0.0 0.364
H 0.9969 -4.5740 -2.1069 0.0 0.0 0.0 0.408
H 1.5440 -3.0139 -2.7644 0.0 0.0 0.0 0.300
H -0.0840 -3.1612 -2.0619 0.0 0.0 0.0 0.330
```
Forces are in eV/Å.

Calculated values
* orbital gap: 8.19 eV
* energy relative to the best compared isomer or geometry (same formula, charge and spin): 0.00 kcal per mole
* multiplicity: 1
* total energy: -108514.6178 eV

=====

2.
ORCA calculation (ωB97M-V with the def2-TZVPD basis set) on a structure of composition C16H23BN6O2ReS2.

```
51
Properties=species:S:1:pos:R:3:forces:R:3:lowdin_spin:R:1
Re -0.1409 -0.2332 -0.5135 0.1 0.6 0.3 0.764
C 3.3961 1.5201 0.6670 0.0 0.0 0.0 0.004
C 2.8743 0.5201 -0.3160 0.0 0.1 -0.1 0.029
C 2.1751 -0.6206 0.1134 0.2 -0.1 0.0 0.002
C 1.7806 -1.6094 -0.8178 0.1 -0.2 0.1 -0.018
C 2.0378 -1.4272 -2.1829 0.0 0.1 0.0 0.068
C 2.7507 -0.2994 -2.6049 0.0 0.0 0.0 0.018
C 3.1540 0.6559 -1.6878 0.0 0.0 0.1 0.042
H 2.9194 1.4254 1.6411 0.0 0.0 0.0 0.000
H 3.2728 2.5406 0.3025 0.0 0.0 0.0 0.000
H 4.4684 1.3554 0.8029 0.0 0.0 0.0 0.002
H 2.0964 -0.8304 1.1747 0.0 0.0 0.0 0.005
H 1.4466 -2.5777 -0.4658 0.1 0.0 0.0 0.000
H 1.7671 -2.2027 -2.8891 0.0 0.0 0.0 0.003
H 3.0136 -0.1891 -3.6502 0.0 0.0 0.0 0.000
H 3.7304 1.5121 -2.0204 0.0 0.0 0.0 0.001
N -0.0870 0.7785 -2.4214 -0.1 -0.1 -0.4 -0.004
N -1.2689 1.5412 -2.5268 -0.1 0.1 0.1 0.001
C -2.3770 1.0310 -1.8322 0.2 -0.1 0.5 0.006
O -3.4682 1.4972 -1.9274 0.0 -0.1 -0.1 0.014
O -2.0298 0.0316 -0.9956 -0.4 0.3 -0.5 0.092
H 0.7231 1.3956 -2.3999 0.1 0.0 0.0 0.001
H 0.0290 0.1566 -3.2214 0.1 0.0 -0.1 0.000
H -1.4477 1.9908 -3.4138 0.0 0.0 -0.1 0.000
C -3.2138 -3.8452 -0.2583 0.0 0.2 0.1 0.000
N -3.4505 -2.6412 0.5461 -0.1 -0.1 -0.1 -0.002
C -4.6825 -2.2227 0.9823 0.1 -0.1 -0.1 -0.003
C -4.4735 -1.1148 1.7349 0.1 0.1 0.1 -0.002
N -3.1264 -0.8501 1.7538 0.0 0.0 0.1 -0.002
B -2.4529 0.3173 2.5805 0.0 0.0 -0.2 0.000
N -2.5704 1.6548 1.7227 0.0 -0.1 0.1 -0.002
C -3.6626 2.4872 1.6903 0.1 -0.1 0.1 -0.001
C -3.3618 3.5605 0.9192 0.1 0.0 0.0 -0.001
N -2.0723 3.3827 0.4767 -0.1 0.1 -0.1 0.001
C -1.3365 4.3593 -0.3297 -0.1 -0.2 0.1 -0.001
C -1.6268 2.2161 0.9718 0.0 0.0 0.1 0.018
S 0.0154 1.6018 0.7873 -0.1 -0.2 0.1 -0.001
C -2.5291 -1.7898 1.0221 0.1 0.0 -0.1 -0.002
S -0.8086 -1.9805 0.6845 -0.2 -0.1 0.2 -0.028
H -4.1588 -4.1345 -0.7066 0.0 0.0 0.0 0.000
H -2.8437 -4.6482 0.3744 0.0 0.0 0.0 0.000
H -2.4995 -3.6248 -1.0461 0.0 0.0 0.0 0.000
H -5.5839 -2.7563 0.7348 0.0 0.0 0.0 0.000
H -5.1766 -0.5148 2.2853 0.0 0.0 0.0 0.000
H -3.0635 0.4673 3.5982 0.0 0.0 -0.1 0.000
H -1.2941 0.0641 2.7314 0.0 0.0 0.0 0.000
H -4.5600 2.2623 2.2397 0.0 0.0 0.0 0.000
H -3.9373 4.4305 0.6539 0.0 0.0 0.0 0.000
H -2.0001 4.7395 -1.1013 0.0 0.0 0.0 0.000
H -0.4892 3.8675 -0.7969 0.0 0.0 0.0 -0.001
H -0.9903 5.1737 0.3023 0.0 0.0 0.0 0.000
```
Forces are in eV/Å.

Calculated values
* orbital gap (alpha / beta): 6.55 / 6.63 eV
* net charge: +2
* energy relative to the best compared isomer or geometry (same formula, charge and spin): 22.42 kcal per mole
* expectation value of S²: 0.770
* multiplicity: 2
* total energy: -54465.2971 eV

=====

3.
ORCA calculation (ωB97M-V with the def2-TZVPD basis set) on a cluster of 3 separate species, C16H23Br2F2INO6 in total.

```
51
Properties=species:S:1:pos:R:3:forces:R:3:mulliken_charge:R:1
C -3.4026 -1.5607 2.8739 0.6 -0.2 0.1 -1.161
C -1.9427 -1.2616 2.5162 -0.2 0.4 0.7 -0.140
Br -0.7410 -2.5073 3.4007 0.0 0.1 -0.3 -0.065
C -1.5673 0.2434 2.7575 -0.5 -1.0 0.3 -0.308
Br -0.5515 0.6773 4.3441 0.0 0.0 0.0 0.056
C -0.8111 0.7309 1.6105 0.7 -0.1 -0.2 0.019
N -1.0922 1.7951 0.9734 -0.5 0.7 0.1 -0.015
C -0.2478 2.0771 -0.1911 -0.5 0.6 -0.4 -1.059
C 0.7962 0.9657 -0.1817 -0.2 -0.9 0.1 0.373
C 1.0252 0.1092 -1.4500 -0.7 0.6 -0.1 -1.189
C -0.0297 0.1965 -2.5719 0.6 -0.8 0.1 -0.342
C -0.4395 -1.1858 -3.0526 -0.2 0.3 0.0 -1.340
I 1.1633 -2.1958 -4.0284 -0.1 -0.1 0.1 0.087
C 0.3679 0.0798 1.0273 0.7 0.5 0.3 -0.872
H -3.9460 -0.6489 3.0758 -0.3 0.2 0.1 0.311
H -3.4332 -2.2083 3.7357 -0.2 0.0 0.4 0.358
H -3.8755 -2.0909 2.0628 -0.2 -0.1 -0.3 0.361
H -1.8191 -1.4328 1.4621 0.2 -0.2 -0.4 0.315
H -2.5019 0.7713 2.8446 -0.2 0.4 0.1 0.515
H -1.8620 2.3952 1.2556 0.1 0.0 -0.1 0.274
H -0.9277 2.1716 -1.0326 0.1 -0.4 -0.3 0.450
H 0.1845 3.0618 -0.0999 0.2 0.3 0.3 0.329
H 1.7305 1.4264 0.0986 0.3 0.1 0.0 0.657
H 1.0922 -0.9234 -1.1406 0.1 -0.3 0.2 0.531
H 1.9862 0.3577 -1.8644 0.4 0.1 -0.1 0.496
H 0.4173 0.6989 -3.4175 -0.2 0.5 -0.2 0.283
H -0.9478 0.6913 -2.2804 -0.1 0.3 0.1 0.287
H -0.8013 -1.7821 -2.2265 0.2 -0.4 0.2 0.433
H -1.2595 -1.0938 -3.7448 -0.1 -0.1 -0.5 0.487
H 0.2062 -0.9762 0.8650 0.0 -0.3 -0.3 0.585
H 1.1430 0.1413 1.7908 0.1 -0.3 0.2 0.295
C 2.8984 -5.3808 -6.7758 -0.3 -0.1 0.0 -0.380
C 3.6320 -4.0603 -6.7869 0.3 -0.2 0.1 0.317
O 4.6392 -4.2740 -7.7504 -0.4 0.1 -0.2 -0.323
C 4.1642 -5.2050 -8.6386 0.1 -0.2 -0.1 0.592
O 4.6354 -5.4306 -9.6971 0.0 0.0 0.1 -0.460
O 3.0641 -5.8208 -8.1252 0.1 0.2 0.1 -0.320
F 4.2129 -3.7934 -5.5864 -0.1 0.1 0.0 -0.277
H 3.3686 -6.0943 -6.0978 0.1 0.1 0.1 0.294
H 1.8450 -5.2853 -6.5240 0.0 0.0 -0.2 0.260
H 3.0201 -3.2060 -7.0840 0.0 0.1 0.1 0.293
C -1.1381 4.0212 6.2467 0.2 -0.2 -0.1 0.021
C -2.2931 4.9947 6.3017 0.0 0.1 0.3 0.290
O -1.6963 6.1458 6.8609 0.1 -0.1 -0.4 -0.295
C -0.3697 6.1289 6.5235 0.1 0.1 0.1 0.624
O 0.3643 7.0492 6.6050 -0.1 -0.1 0.0 -0.464
O -0.0215 4.8925 6.0625 -0.2 0.0 0.0 -0.310
F -3.2843 4.5589 7.1135 0.0 0.0 0.0 -0.272
H -1.0287 3.4778 7.1866 -0.1 0.1 0.1 0.290
H -1.2060 3.3100 5.4250 0.1 0.2 0.0 -0.171
H -2.7194 5.2488 5.3288 -0.1 0.0 0.0 0.284
```
Forces are in eV/Å.

Calculated values
* orbital gap: 7.65 eV
* net charge: +1
* multiplicity: 1
* total energy: -184353.8392 eV